Density functional theory data (ωB97M-V with the def2-TZVPD basis set) for a single C3H5BrClN3 molecule in a non-equilibrium geometry.

Summary:
energy relative to the best compared isomer or geometry (same formula, charge and spin)	0.00	kcal per mole
LUMO level	-0.0040	Eh
net charge	0

Each line ends with the natural charge from an NBO analysis.
Element x y z (Å)
1 C -1.97 -0.13 0.06  -0.429
2 N -0.59 0.29 0.13  -0.300
3 N -0.11 0.95 1.20  0.085
4 N 1.10 0.97 1.25  -0.238
5 C 1.66 0.25 0.24  -0.101
6 Cl 2.63 1.41 -0.85  -0.098
7 C 0.54 -0.27 -0.55  -0.112
8 Br 0.46 -2.23 -0.33  -0.034
9 H -2.40 -0.04 1.10  0.240
10 H -2.49 0.52 -0.68  0.214
11 H -1.90 -1.24 -0.25  0.227
12 H 2.51 -0.35 0.50  0.260
13 H 0.56 -0.12 -1.84  0.286